Model i:
Below is a 2-piece molecular cluster, C12H17N overall, with properties calculated with ωB97M-V with the def2-TZVPD basis set.

Properties
SMILES string = Cc1c[nH]c2ccccc12.CCC
orbital gap = 8.715 eV
charge = 0

Each line ends with the Löwdin charge.
Atoms and positions in Å:
C 2.276 0.644 -1.460  -0.041
C 1.260 0.986 -0.402  -0.241
C 0.166 1.778 -0.605  -0.077
N -0.419 2.087 0.604  0.071
C 0.327 1.530 1.626  -0.204
C 0.039 1.389 2.988  -0.038
C 0.894 0.642 3.737  -0.107
C 2.006 -0.049 3.181  -0.091
C 2.205 -0.005 1.816  -0.030
C 1.322 0.735 1.008  -0.142
H 2.673 1.515 -1.978  0.074
H 1.771 0.046 -2.230  0.072
H 3.126 0.036 -1.161  0.069
H -0.301 2.106 -1.517  0.122
H -1.071 2.846 0.727  0.150
H -0.827 1.933 3.348  0.109
H 0.787 0.561 4.813  0.097
H 2.526 -0.756 3.810  0.094
H 2.966 -0.607 1.333  0.105
C -0.856 -1.912 -1.266  -0.120
C -2.354 -2.044 -1.522  -0.312
C -2.819 -0.960 -2.470  -0.139
H -0.588 -0.869 -1.066  0.043
H -0.539 -2.228 -0.260  0.075
H -0.272 -2.388 -2.042  0.072
H -2.939 -1.967 -0.603  0.098
H -2.554 -3.034 -1.934  0.097
H -3.896 -0.791 -2.552  0.065
H -2.628 -1.207 -3.534  0.074
H -2.282 -0.016 -2.388  0.055

Model ii:
Below is a 2-piece molecular cluster, C12H17N overall, with properties calculated with ωB97M-V with the def2-TZVPD basis set.

Properties
SMILES string = Cc1c[nH]c2ccccc12.CCC
orbital gap = 8.900 eV
charge = 0

Each line ends with the Löwdin charge.
Atoms and positions in Å:
C -2.157 2.558 -0.228  -0.037
C -1.753 1.213 0.361  -0.228
C -1.765 0.776 1.631  -0.037
N -1.322 -0.587 1.649  0.081
C -1.079 -0.926 0.351  -0.257
C -0.688 -2.173 -0.147  -0.038
C -0.450 -2.300 -1.496  -0.121
C -0.597 -1.237 -2.397  -0.097
C -1.065 -0.039 -1.893  -0.032
C -1.278 0.154 -0.526  -0.130
H -1.986 3.499 0.289  0.072
H -3.198 2.615 -0.560  0.075
H -1.646 2.528 -1.195  0.057
H -2.054 1.208 2.573  0.115
H -1.231 -1.079 2.529  0.150
H -0.710 -3.005 0.549  0.113
H -0.052 -3.225 -1.894  0.104
H -0.599 -1.396 -3.465  0.099
H -1.213 0.864 -2.475  0.103
C 2.317 -1.107 -0.106  -0.123
C 2.212 -0.197 1.094  -0.307
C 2.139 1.339 0.861  -0.098
H 1.551 -1.021 -0.858  0.033
H 2.643 -2.113 0.136  0.074
H 3.152 -0.699 -0.719  0.083
H 1.421 -0.468 1.791  0.074
H 3.131 -0.344 1.681  0.094
H 2.072 1.606 -0.196  0.069
H 1.230 1.697 1.335  0.048
H 2.975 1.858 1.324  0.060

Model iii:
Below is a 2-piece molecular cluster, C12H17N overall, with properties calculated with ωB97M-V with the def2-TZVPD basis set.

Properties
SMILES string = Cc1c[nH]c2ccccc12.CCC
orbital gap = 8.880 eV
charge = 0

Each line ends with the Löwdin charge.
Atoms and positions in Å:
C -1.992 -0.129 -1.757  -0.064
C -1.370 0.672 -0.599  -0.227
C -2.124 1.210 0.468  -0.023
N -1.241 1.930 1.322  0.056
C 0.007 1.777 0.868  -0.212
C 1.281 1.937 1.506  -0.023
C 2.329 1.402 0.834  -0.150
C 2.308 0.791 -0.377  -0.133
C 1.164 0.633 -1.083  -0.044
C -0.002 0.989 -0.369  -0.144
H -3.056 -0.614 -1.641  0.108
H -1.413 -1.100 -1.975  0.067
H -1.990 0.323 -2.765  0.067
H -3.216 1.256 0.601  0.117
H -1.358 2.132 2.321  0.163
H 1.396 2.459 2.451  0.104
H 3.311 1.525 1.397  0.127
H 3.293 0.380 -0.678  0.119
H 1.034 0.228 -2.024  0.098
C -0.117 -2.627 1.021  -0.125
C 0.240 -2.399 -0.387  -0.352
C 0.014 -3.705 -1.126  -0.103
H 0.554 -3.214 1.611  0.081
H 0.088 -1.635 1.310  0.056
H -1.121 -2.900 1.035  0.068
H 1.342 -1.890 -0.651  0.156
H -0.220 -1.490 -0.762  0.019
H -0.839 -3.848 -1.789  0.065
H -0.480 -4.365 -0.288  0.099
H 0.930 -4.057 -1.399  0.028

Model iv:
Below is a 2-piece molecular cluster, C12H17N overall, with properties calculated with ωB97M-V with the def2-TZVPD basis set.

Properties
SMILES string = Cc1c[nH]c2ccccc12.CCC
orbital gap = 8.729 eV
charge = 0

Each line ends with the Löwdin charge.
Atoms and positions in Å:
C 0.088 0.193 2.832  -0.045
C 1.041 0.662 1.785  -0.217
C 2.139 1.470 1.971  -0.064
N 2.800 1.712 0.792  0.070
C 2.126 1.087 -0.238  -0.211
C 2.358 1.063 -1.602  -0.044
C 1.502 0.335 -2.405  -0.096
C 0.394 -0.350 -1.851  -0.083
C 0.152 -0.298 -0.477  -0.020
C 1.007 0.428 0.363  -0.132
H -0.918 0.554 2.604  0.082
H 0.349 0.582 3.779  0.059
H -0.009 -0.862 2.910  0.066
H 2.483 1.818 2.933  0.119
H 3.617 2.274 0.641  0.148
H 3.259 1.575 -2.037  0.123
H 1.686 0.318 -3.465  0.093
H -0.236 -0.877 -2.476  0.067
H -0.695 -0.849 -0.059  0.092
C -2.933 -2.806 -0.376  -0.142
C -3.431 -1.510 -0.997  -0.334
C -4.450 -0.734 -0.114  -0.109
H -2.400 -2.617 0.490  0.018
H -2.224 -3.360 -1.095  0.095
H -3.849 -3.506 -0.126  0.109
H -2.572 -0.884 -1.228  0.062
H -3.919 -1.741 -1.981  0.110
H -5.243 -1.402 0.050  0.039
H -4.012 -0.397 0.826  0.065
H -4.878 0.146 -0.654  0.080

Going by the energies, model iv is most stable and the next is 0.0089 hartree up.

Model i:
Below is a 2-piece molecular cluster, C12H17N overall, with properties calculated with ωB97M-V with the def2-TZVPD basis set.

Properties
SMILES string = Cc1c[nH]c2ccccc12.CCC
orbital gap = 8.736 eV
charge = 0

Each line ends with the Löwdin charge.
Atoms and positions in Å:
C -0.422 -1.224 3.234  -0.048
C -1.041 -1.118 1.867  -0.231
C -2.332 -0.742 1.650  -0.058
N -2.598 -0.738 0.292  0.067
C -1.453 -1.072 -0.392  -0.228
C -1.292 -1.371 -1.742  -0.033
C -0.043 -1.812 -2.141  -0.106
C 0.992 -1.938 -1.214  -0.109
C 0.812 -1.727 0.146  -0.026
C -0.462 -1.326 0.574  -0.155
H 0.177 -0.325 3.450  0.080
H 0.261 -2.078 3.285  0.075
H -1.162 -1.329 4.024  0.072
H -3.183 -0.571 2.294  0.122
H -3.419 -0.316 -0.113  0.150
H -2.153 -1.247 -2.394  0.112
H 0.101 -2.071 -3.183  0.101
H 1.972 -2.283 -1.538  0.100
H 1.672 -1.903 0.776  0.109
C 1.542 3.225 0.070  -0.128
C 1.401 1.820 -0.489  -0.319
C 0.830 1.777 -1.916  -0.111
H 2.188 3.823 -0.561  0.067
H 1.932 3.169 1.081  0.064
H 0.555 3.689 0.111  0.072
H 2.367 1.307 -0.495  0.096
H 0.799 1.203 0.185  0.082
H -0.162 1.300 -1.905  0.054
H 0.741 2.763 -2.362  0.062
H 1.379 1.117 -2.595  0.064

Model ii:
Below is a 2-piece molecular cluster, C12H17N overall, with properties calculated with ωB97M-V with the def2-TZVPD basis set.

Properties
SMILES string = Cc1c[nH]c2ccccc12.CCC
orbital gap = 8.724 eV
charge = 0

Each line ends with the Löwdin charge.
Atoms and positions in Å:
C 0.059 2.994 1.076  -0.061
C 0.273 1.521 1.270  -0.243
C 0.673 1.069 2.504  -0.035
N 1.137 -0.255 2.309  0.081
C 1.237 -0.461 0.955  -0.231
C 1.649 -1.609 0.275  -0.019
C 1.985 -1.364 -1.061  -0.091
C 1.584 -0.190 -1.735  -0.094
C 0.687 0.702 -1.165  -0.052
C 0.747 0.657 0.221  -0.156
H -0.207 3.215 0.039  0.066
H 1.018 3.530 1.142  0.084
H -0.633 3.447 1.779  0.071
H 0.510 1.671 3.380  0.117
H 1.599 -0.800 3.007  0.141
H 1.702 -2.581 0.745  0.105
H 2.327 -2.236 -1.605  0.096
H 2.024 0.015 -2.703  0.099
H 0.149 1.459 -1.717  0.110
C -2.241 -0.589 -2.497  -0.103
C -2.173 -1.201 -1.077  -0.287
C -3.552 -1.250 -0.421  -0.125
H -1.986 -1.315 -3.265  0.068
H -1.432 0.163 -2.491  0.038
H -3.163 -0.030 -2.617  0.061
H -1.660 -2.155 -1.131  0.099
H -1.601 -0.444 -0.533  0.074
H -3.923 -2.287 -0.429  0.066
H -3.691 -0.963 0.625  0.065
H -4.316 -0.725 -0.991  0.055

Model iii:
Below is a 2-piece molecular cluster, C12H17N overall, with properties calculated with ωB97M-V with the def2-TZVPD basis set.

Properties
SMILES string = Cc1c[nH]c2ccccc12.CCC
orbital gap = 8.837 eV
charge = 0

Each line ends with the Löwdin charge.
Atoms and positions in Å:
C -0.033 3.043 -0.160  -0.037
C 0.878 1.832 -0.077  -0.237
C 1.713 1.629 0.976  -0.062
N 2.500 0.503 0.712  0.068
C 2.219 0.057 -0.552  -0.233
C 2.713 -1.053 -1.226  -0.032
C 2.115 -1.400 -2.413  -0.099
C 1.119 -0.582 -2.984  -0.105
C 0.623 0.499 -2.316  -0.030
C 1.195 0.861 -1.079  -0.137
H -0.562 3.170 0.778  0.071
H -0.757 2.934 -0.958  0.064
H 0.589 3.922 -0.364  0.080
H 1.880 2.075 1.939  0.120
H 3.394 0.357 1.157  0.149
H 3.470 -1.663 -0.746  0.108
H 2.471 -2.298 -2.907  0.099
H 0.741 -0.936 -3.937  0.098
H -0.087 1.191 -2.761  0.109
C -1.178 -0.966 1.916  -0.117
C -2.423 -1.005 1.017  -0.314
C -3.593 -1.800 1.590  -0.129
H -0.601 -0.063 1.724  0.043
H -1.365 -1.013 2.995  0.070
H -0.499 -1.784 1.688  0.066
H -2.119 -1.449 0.071  0.095
H -2.743 0.010 0.803  0.091
H -3.243 -2.736 2.037  0.071
H -4.239 -2.096 0.766  0.062
H -4.179 -1.241 2.312  0.066

Model iv:
Below is a 2-piece molecular cluster, C12H17N overall, with properties calculated with ωB97M-V with the def2-TZVPD basis set.

Properties
SMILES string = Cc1c[nH]c2ccccc12.CCC
orbital gap = 8.601 eV
charge = 0

Each line ends with the Löwdin charge.
Atoms and positions in Å:
C -1.545 0.814 2.235  -0.033
C -0.345 1.439 1.653  -0.295
C 0.544 2.046 2.454  -0.031
N 1.576 2.694 1.636  0.053
C 1.326 2.251 0.315  -0.193
C 2.123 2.219 -0.799  -0.028
C 1.549 1.657 -1.955  -0.094
C 0.163 1.493 -1.913  -0.155
C -0.717 1.353 -0.877  -0.045
C -0.038 1.683 0.310  -0.125
H -2.028 0.170 1.451  0.079
H -2.291 1.533 2.543  0.082
H -1.037 0.296 3.006  0.071
H 0.372 2.247 3.455  0.098
H 1.784 3.682 1.868  0.150
H 3.166 2.450 -0.848  0.101
H 2.075 1.101 -2.740  0.109
H -0.332 1.344 -2.949  0.127
H -1.769 1.165 -0.955  0.112
C 0.729 -3.359 -0.471  -0.186
C -0.686 -3.321 -0.683  -0.421
C -1.421 -2.057 -0.930  -0.162
H 1.318 -2.428 -0.695  0.086
H 1.224 -4.386 -0.699  0.106
H 0.923 -3.366 0.635  0.073
H -0.852 -3.769 -1.804  0.138
H -1.259 -4.011 0.032  0.127
H -1.840 -1.995 -2.009  0.089
H -2.148 -1.697 -0.117  0.079
H -0.564 -1.247 -1.151  0.088

Going by the energies, model i is most stable and the next is 0.0039 hartree up.

Model i:
Below is a 2-piece molecular cluster, C12H17N overall, with properties calculated with ωB97M-V with the def2-TZVPD basis set.

Properties
SMILES string = Cc1c[nH]c2ccccc12.CCC
orbital gap = 8.944 eV
charge = 0

Each line ends with the Löwdin charge.
Atoms and positions in Å:
C 2.703 1.392 -0.339  -0.037
C 2.007 1.498 0.987  -0.227
C 2.087 2.462 1.922  -0.068
N 1.148 2.265 2.928  0.064
C 0.529 1.053 2.669  -0.226
C -0.411 0.399 3.439  -0.029
C -0.843 -0.848 3.012  -0.098
C -0.383 -1.385 1.808  -0.098
C 0.546 -0.690 1.049  -0.038
C 1.027 0.548 1.447  -0.135
H 2.277 2.071 -1.078  0.080
H 2.544 0.398 -0.748  0.062
H 3.781 1.501 -0.250  0.076
H 2.684 3.363 1.929  0.122
H 1.409 2.426 3.891  0.147
H -0.847 0.842 4.334  0.111
H -1.612 -1.365 3.566  0.096
H -0.623 -2.394 1.520  0.094
H 1.038 -1.210 0.241  0.103
C -2.451 -1.956 -2.201  -0.127
C -2.021 -1.201 -3.443  -0.325
C -0.786 -0.299 -3.259  -0.126
H -2.872 -1.236 -1.491  0.073
H -3.217 -2.685 -2.458  0.065
H -1.628 -2.440 -1.682  0.063
H -2.820 -0.557 -3.788  0.091
H -1.803 -1.872 -4.274  0.095
H 0.142 -0.842 -3.441  0.065
H -0.776 0.244 -2.307  0.066
H -0.831 0.519 -3.983  0.061

Model ii:
Below is a 2-piece molecular cluster, C12H17N overall, with properties calculated with ωB97M-V with the def2-TZVPD basis set.

Properties
SMILES string = CCc1c[nH]c2ccccc12.CC
orbital gap = 8.752 eV
charge = 0

Each line ends with the Löwdin charge.
Atoms and positions in Å:
C -3.042 0.459 2.302  -0.101
C -1.522 0.633 2.075  -0.202
C -1.161 0.850 0.634  -0.212
C -1.346 2.059 0.010  -0.069
N -0.970 1.999 -1.319  0.067
C -0.706 0.672 -1.658  -0.132
C -0.271 -0.078 -2.835  -0.014
C 0.011 -1.415 -2.701  -0.104
C 0.066 -2.029 -1.464  -0.136
C -0.288 -1.375 -0.356  -0.075
C -0.633 -0.032 -0.376  -0.141
H -3.544 1.432 2.452  0.074
H -3.095 -0.097 3.190  0.042
H -3.618 0.031 1.481  0.076
H -1.234 1.596 2.696  0.143
H -0.948 -0.232 2.387  0.092
H -1.689 2.980 0.563  0.143
H -1.207 2.698 -1.975  0.132
H -0.350 0.455 -3.719  0.073
H 0.245 -1.913 -3.674  0.119
H 0.520 -2.966 -1.405  0.090
H -0.264 -1.948 0.589  0.129
C 2.844 -0.289 -0.269  -0.165
C 3.375 -0.589 1.111  -0.151
H 3.301 0.409 -0.928  0.068
H 2.891 -1.248 -0.825  0.081
H 1.888 -0.156 -0.279  -0.042
H 4.304 0.133 1.221  0.099
H 2.645 -0.402 1.858  0.035
H 3.798 -1.638 1.214  0.078

Model iii:
Below is a 2-piece molecular cluster, C12H17N overall, with properties calculated with ωB97M-V with the def2-TZVPD basis set.

Properties
SMILES string = Cc1c[nH]c2ccccc12.CCC
orbital gap = 8.652 eV
charge = 0

Each line ends with the Löwdin charge.
Atoms and positions in Å:
C -0.591 -2.189 -1.884  -0.023
C 0.455 -1.424 -1.045  -0.238
C 1.450 -1.974 -0.231  -0.065
N 2.260 -0.928 0.183  0.038
C 1.599 0.352 -0.088  -0.187
C 1.733 1.548 0.564  -0.027
C 0.766 2.495 0.090  -0.133
C 0.203 2.258 -1.083  -0.135
C 0.023 1.014 -1.705  -0.034
C 0.609 -0.029 -1.107  -0.202
H -0.517 -3.207 -1.843  0.032
H -0.593 -1.531 -2.829  0.102
H -1.594 -1.893 -1.459  0.083
H 1.783 -3.053 -0.133  0.140
H 2.562 -1.095 1.138  0.128
H 2.366 1.655 1.508  0.138
H 0.614 3.420 0.658  0.114
H -0.360 3.121 -1.517  0.120
H -0.650 0.834 -2.538  0.115
C -3.388 0.004 1.308  -0.142
C -2.216 -0.752 1.927  -0.327
C -0.996 0.171 1.946  -0.137
H -3.173 0.709 0.397  0.098
H -3.672 0.828 2.048  0.089
H -4.164 -0.645 0.959  0.044
H -2.469 -1.251 2.890  0.100
H -1.871 -1.743 1.431  0.111
H -1.241 1.052 2.627  0.097
H -0.033 -0.229 2.216  0.055
H -0.706 0.686 1.009  0.043

Going by the energies, model i is most stable and the next is 0.0592 hartree up.

Model i:
Below is a 2-piece molecular cluster, C12H17N overall, with properties calculated with ωB97M-V with the def2-TZVPD basis set.

Properties
SMILES string = Cc1c[nH]c2ccccc12.CCC
orbital gap = 8.708 eV
charge = 0

Each line ends with the Löwdin charge.
Atoms and positions in Å:
C 1.133 1.062 2.081  -0.038
C 1.581 0.430 0.797  -0.252
C 2.331 -0.683 0.585  -0.060
N 2.326 -0.994 -0.762  0.081
C 1.659 -0.006 -1.436  -0.219
C 1.440 0.145 -2.802  -0.029
C 0.692 1.230 -3.223  -0.096
C 0.003 2.008 -2.275  -0.104
C 0.207 1.846 -0.927  -0.048
C 1.176 0.929 -0.491  -0.142
H 0.554 1.963 1.881  0.073
H 1.949 1.385 2.729  0.076
H 0.534 0.377 2.677  0.064
H 2.759 -1.291 1.362  0.121
H 2.654 -1.852 -1.166  0.150
H 1.823 -0.506 -3.578  0.105
H 0.700 1.449 -4.280  0.096
H -0.805 2.657 -2.585  0.096
H -0.451 2.327 -0.211  0.107
C -2.225 -0.524 2.208  -0.118
C -1.593 -0.798 0.850  -0.310
C -2.137 -2.001 0.062  -0.108
H -1.739 -1.075 3.013  0.069
H -3.275 -0.805 2.254  0.062
H -2.201 0.546 2.419  0.066
H -1.701 0.060 0.188  0.090
H -0.528 -0.943 0.966  0.072
H -1.715 -2.953 0.397  0.066
H -3.201 -2.132 0.266  0.062
H -1.950 -1.854 -0.999  0.066

Model ii:
Below is a 2-piece molecular cluster, C12H17N overall, with properties calculated with ωB97M-V with the def2-TZVPD basis set.

Properties
SMILES string = Cc1c[nH]c2ccccc12.CCC
orbital gap = 8.724 eV
charge = 0

Each line ends with the Löwdin charge.
Atoms and positions in Å:
C -0.976 -0.368 -0.978  -0.045
C 0.260 -0.858 -0.285  -0.235
C 0.802 -2.101 -0.474  -0.063
N 1.833 -2.318 0.431  0.062
C 1.859 -1.288 1.387  -0.204
C 2.784 -1.115 2.419  -0.022
C 2.718 0.181 2.968  -0.092
C 1.891 1.199 2.448  -0.097
C 0.870 0.826 1.593  -0.045
C 0.828 -0.421 0.959  -0.148
H -0.621 0.403 -1.684  0.078
H -1.546 0.131 -0.163  0.086
H -1.520 -1.247 -1.294  0.080
H 0.623 -2.823 -1.260  0.120
H 2.551 -3.019 0.393  0.142
H 3.261 -1.951 2.903  0.103
H 3.331 0.258 3.850  0.090
H 1.697 2.128 2.963  0.093
H 0.120 1.617 1.443  0.112
C -2.977 2.445 -1.705  -0.143
C -3.887 1.541 -2.507  -0.303
C -3.227 1.142 -3.864  -0.120
H -3.158 3.527 -1.847  0.077
H -1.919 2.241 -1.990  0.059
H -3.053 2.256 -0.647  0.053
H -4.162 0.673 -1.883  0.095
H -4.850 1.992 -2.879  0.106
H -3.399 1.876 -4.640  0.065
H -2.176 1.020 -3.691  0.039
H -3.538 0.208 -4.299  0.057

Going by the energies, model i is most stable and the next is 0.0361 hartree up.